DFT (ωB97M-V/def2-TZVPD) results for the molecule C4H10N2O at a distorted geometry.

Energy above the lowest of the compared OMol25 structures with the same formula, charge and spin = 74.47 kcal per mole
Kohn-Sham gap = 0.3643 Eh
DFT total energy = -9335.7580 eV
SMILES = CN[C@H](C)/C=N\O

Structure (ORCA input):
```
! wB97M-V def2-TZVPD RIJCOSX def2/J DEFGRID3
* xyz 0 1
C 0.0498 1.0859 -1.7222
N 0.9059 0.8575 -0.5648
C 0.2751 0.0420 0.4963
C 1.3913 -0.5156 1.3782
C -0.4945 -1.1348 -0.0844
N -1.7750 -1.3593 0.0166
O -2.4160 -0.3656 0.7612
H 0.0625 0.2101 -2.3794
H -0.9819 1.3258 -1.4483
H 0.4453 1.9237 -2.3055
H 1.1346 1.7633 -0.1509
H -0.3736 0.6830 1.1005
H 0.9735 -0.9899 2.2729
H 1.9779 -1.2779 0.8503
H 2.0794 0.2711 1.7067
H 0.0941 -1.8655 -0.6639
H -3.3484 -0.6537 0.7366
*
```

=====

DFT (ωB97M-V/def2-TZVPD) results for a cluster of 2 separate species, C2H6ClNO2S2 in total at a distorted geometry.

Energy above the lowest of the compared OMol25 structures with the same formula, charge and spin = 83.35 kcal per mole
Kohn-Sham gap (spin up / spin down) = 0.2395 / 0.2483 Eh
DFT total energy = -41943.9411 eV

Structure (ORCA input):
```
! wB97M-V def2-TZVPD RIJCOSX def2/J DEFGRID3
* xyz 0 1
C -1.0624 -1.3683 0.4901
C 1.5240 -0.5907 1.2646
N 0.7697 0.6707 -1.6142
O -0.3386 2.3848 -2.9153
O -1.6896 1.2217 -1.1312
S -0.1604 0.0629 0.8774
S -0.4150 1.6742 -1.6824
Cl 0.0750 3.0419 -0.2649
H -1.1985 -2.1077 1.2910
H -0.7342 -2.0186 -0.4516
H -2.0329 -0.8994 0.1629
H 1.7006 -0.7604 2.3621
H 2.0137 0.2929 0.8324
H 1.5486 -1.6039 0.7791
*
```

=====

DFT (ωB97M-V/def2-TZVPD) results for a cluster of 2 separate species, C26H28N4 in total at a distorted geometry.

Energy above the lowest of the compared OMol25 structures with the same formula, charge and spin = 0.00 kcal per mole
Kohn-Sham gap = 0.2367 Eh
DFT total energy = -33375.4541 eV

Structure (ORCA input):
```
! wB97M-V def2-TZVPD RIJCOSX def2/J DEFGRID3
* xyz 0 1
C 1.2777 -3.6118 0.0839
C -0.0867 -3.1198 0.2588
N -1.1546 -3.9300 0.0047
C -2.2778 -3.2046 0.3279
C -3.6405 -3.7231 0.1196
C -1.8360 -1.9524 0.8154
N -0.4637 -1.8942 0.7393
H 1.9349 -2.7518 -0.0568
H 1.5854 -4.1972 0.9569
H 1.2774 -4.2561 -0.7926
H -4.3738 -2.9150 0.0193
H -3.7293 -4.3363 -0.7840
H -3.9948 -4.3621 0.9387
H -2.4818 -1.1706 1.2251
C 0.7893 -0.4987 3.7336
C 0.1250 0.4273 2.7780
N -0.8702 1.2558 3.1836
C -1.3643 1.3715 4.5376
C -1.2949 2.0809 2.1310
C -0.4953 1.7468 1.0036
C -0.6417 2.4878 -0.1671
C -1.6436 3.4753 -0.2264
C -2.4645 3.7392 0.8842
C -2.2887 3.0441 2.0759
C 0.2996 0.5732 1.3773
C 1.0177 -0.3440 0.5702
C 1.4446 -0.0161 -0.7715
C 2.6929 0.4724 -1.2845
C 3.9836 0.7698 -0.6237
N 2.5595 0.6919 -2.6297
C 3.6021 1.1875 -3.5153
C 1.2698 0.3644 -3.0459
C 0.5277 -0.0114 -1.8981
C -0.8345 -0.1631 -1.9833
C -1.4483 -0.0637 -3.2291
C -0.6969 0.2736 -4.3737
C 0.6850 0.5027 -4.3031
H 1.5252 -1.1017 3.1916
H 1.3278 0.0554 4.5251
H 0.0635 -1.1810 4.2109
H -2.2542 1.9960 4.5420
H -1.6082 0.3812 4.9367
H -0.6073 1.8236 5.1877
H 0.0249 2.3106 -1.0057
H -1.7856 4.0433 -1.1367
H -3.2429 4.5014 0.8137
H -2.8898 3.2298 2.9669
H 1.6691 -1.0322 1.1227
H 3.8696 0.5569 0.4442
H 4.8108 0.1539 -1.0192
H 4.2869 1.8262 -0.7406
H 3.2076 1.2385 -4.5370
H 3.9356 2.2017 -3.2320
H 4.4776 0.5165 -3.5153
H -1.3554 -0.3601 -1.0427
H -2.5160 -0.2343 -3.2966
H -1.2084 0.3625 -5.3267
H 1.2793 0.7698 -5.1687
*
```

=====

DFT (ωB97M-V/def2-TZVPD) results for a cluster of 17 separate species, C68H170O34 in total at a distorted geometry.

Energy above the lowest of the compared OMol25 structures with the same formula, charge and spin = 82.76 kcal per mole
Kohn-Sham gap = 0.3422 Eh
DFT total energy = -142861.8521 eV

Structure (ORCA input):
```
! wB97M-V def2-TZVPD RIJCOSX def2/J DEFGRID3
* xyz 0 1
C -2.3580 -1.4248 -0.1846
O -1.3505 -0.5577 0.1608
C -0.3125 -0.4771 -0.8503
C 0.8878 0.2798 -0.2923
O 0.6023 1.6924 -0.0376
C 1.6991 2.6159 0.2472
H -2.7988 -1.3772 -1.1804
H -3.2044 -1.4340 0.5021
H -1.8862 -2.4048 -0.1135
H -0.7661 -0.1132 -1.7722
H 0.1002 -1.4617 -1.0703
H 1.7334 0.0738 -0.9485
H 1.2497 -0.2427 0.5933
H 1.5087 3.6601 0.4956
H 2.3228 2.5836 -0.6460
H 2.3613 2.1811 0.9959
C 3.8211 0.1462 3.2490
O 4.5674 0.7331 4.3405
C 3.9363 1.9176 4.7768
C 4.9712 2.5081 5.7609
O 6.3163 2.5396 5.3418
C 6.6907 3.2409 4.1310
H 3.4087 0.8872 2.5643
H 2.9543 -0.3635 3.6697
H 4.3957 -0.5934 2.6913
H 3.0222 1.6127 5.2863
H 3.7963 2.6007 3.9391
H 4.9931 2.0470 6.7484
H 4.6272 3.5337 5.8946
H 6.3278 2.7244 3.2423
H 7.7773 3.3272 4.1288
H 6.2684 4.2440 4.0722
C 1.2855 -6.2572 2.1189
O 1.8775 -5.5257 3.2073
C 3.0524 -4.8245 2.7672
C 2.6990 -3.5352 1.9770
O 1.9397 -2.6012 2.7337
C 0.5281 -2.7954 2.7643
H 1.1776 -5.7283 1.1719
H 0.2804 -6.4946 2.4673
H 1.8020 -7.1612 1.7960
H 3.7207 -5.5029 2.2368
H 3.5840 -4.5619 3.6819
H 2.1839 -3.7318 1.0367
H 3.6087 -2.9752 1.7605
H 0.0999 -2.9886 1.7807
H 0.0378 -1.9410 3.2309
H 0.3473 -3.6676 3.3924
C 2.2396 3.9738 -4.4254
O 1.2103 4.4439 -5.2987
C 0.9725 5.7817 -5.2518
C 0.0125 6.1068 -6.4348
O 0.1638 7.5028 -6.6111
C -0.5528 7.9807 -7.7930
H 3.1430 4.5687 -4.5601
H 2.3516 2.9343 -4.7337
H 1.9760 3.9942 -3.3679
H 1.9162 6.3267 -5.2301
H 0.4741 6.0516 -4.3207
H -0.9883 5.8441 -6.0921
H 0.3228 5.4420 -7.2409
H -1.6066 7.7022 -7.7811
H -0.0592 7.5392 -8.6587
H -0.4892 9.0656 -7.7084
C 0.1180 -8.9529 0.1033
O -0.5408 -7.6659 0.0899
C -0.4294 -7.0122 -1.1405
C -1.3182 -5.7502 -1.2615
O -2.6474 -6.1255 -1.1380
C -3.5209 -5.0242 -1.2832
H -0.2650 -9.6361 -0.6548
H -0.0261 -9.3246 1.1178
H 1.1987 -8.8235 0.0444
H -0.6903 -7.7220 -1.9255
H 0.6213 -6.7684 -1.2975
H -1.1582 -5.2562 -2.2199
H -1.0159 -5.1148 -0.4290
H -4.4961 -5.3834 -0.9542
H -3.6052 -4.7120 -2.3241
H -3.2994 -4.1225 -0.7123
C -1.7365 -1.8751 -4.5168
O -1.0487 -1.1228 -5.4428
C 0.2464 -0.6133 -5.0349
C 1.3089 -1.5473 -4.4997
O 1.1328 -1.7404 -3.0806
C 2.1283 -2.5643 -2.4212
H -2.0139 -1.3269 -3.6164
H -1.1555 -2.7499 -4.2249
H -2.5935 -2.2493 -5.0768
H 0.2028 0.2128 -4.3252
H 0.6754 -0.1748 -5.9359
H 2.2866 -1.0999 -4.6785
H 1.2651 -2.5021 -5.0236
H 2.3008 -3.5094 -2.9361
H 1.9356 -2.8112 -1.3772
H 3.0640 -2.0101 -2.4938
C -6.2251 2.9626 -2.3307
O -5.2989 2.0610 -2.9927
C -4.2186 1.6002 -2.1854
C -3.3216 2.7563 -1.7308
O -2.8497 3.5676 -2.8370
C -1.9201 2.9412 -3.6495
H -7.0795 3.1817 -2.9712
H -5.9213 3.9763 -2.0693
H -6.6399 2.6152 -1.3845
H -3.6900 0.8600 -2.7860
H -4.6376 1.0801 -1.3239
H -2.5367 2.1904 -1.2289
H -3.7911 3.3892 -0.9777
H -1.6258 3.7397 -4.3306
H -2.4308 2.2063 -4.2717
H -1.0927 2.4870 -3.1043
C -2.0406 -3.3671 5.2580
O -2.8457 -3.7724 4.0678
C -2.9254 -2.7953 3.0477
C -4.2991 -2.1580 3.1105
O -4.2576 -0.9097 2.4159
C -5.3864 -0.0716 2.5300
H -0.9873 -3.1041 5.1604
H -2.2311 -4.2364 5.8875
H -2.5257 -2.6524 5.9229
H -2.7773 -3.3418 2.1163
H -2.1128 -2.0688 3.0376
H -4.5940 -2.1246 4.1594
H -5.0122 -2.8026 2.5968
H -5.4568 0.3772 3.5209
H -6.2792 -0.5481 2.1251
H -5.2046 0.7498 1.8370
C -5.1800 -1.9803 -2.8209
O -5.2012 -1.7000 -1.3830
C -6.2236 -2.3476 -0.5947
C -7.6334 -2.0929 -1.0887
O -7.8409 -2.8665 -2.2813
C -7.9835 -4.2992 -2.2224
H -6.0438 -1.7635 -3.4492
H -5.0169 -3.0316 -3.0581
H -4.3266 -1.4625 -3.2588
H -6.2147 -2.0733 0.4602
H -5.9944 -3.4078 -0.4872
H -7.6962 -1.0921 -1.5158
H -8.4666 -2.1486 -0.3881
H -8.6197 -4.6109 -1.3940
H -7.0539 -4.8528 -2.0901
H -8.4722 -4.6488 -3.1318
C 0.0689 1.4107 3.3680
O -1.0675 2.1009 3.8607
C -2.3213 1.7344 3.2444
C -2.5794 2.4815 1.8920
O -2.8493 3.8829 1.9988
C -1.7399 4.5910 2.4816
H -0.0809 1.0017 2.3688
H 0.3208 0.4761 3.8692
H 0.9741 2.0088 3.4729
H -2.9817 2.0023 4.0692
H -2.4234 0.6706 3.0301
H -3.3846 2.0072 1.3311
H -1.7500 2.3608 1.1951
H -1.5644 4.4159 3.5430
H -1.9329 5.6603 2.3952
H -0.8651 4.3854 1.8646
C -10.2479 -7.6095 3.4471
O -9.6129 -6.6429 2.7093
C -8.8166 -7.1513 1.6442
C -8.1497 -5.9674 0.9362
O -7.3406 -5.1843 1.8973
C -6.0433 -5.7294 2.1301
H -10.9313 -7.1611 4.1683
H -9.5307 -8.1318 4.0803
H -10.8603 -8.3173 2.8886
H -9.4034 -7.6769 0.8909
H -8.1358 -7.8958 2.0569
H -8.9790 -5.3119 0.6703
H -7.5790 -6.3028 0.0702
H -5.5570 -5.7561 1.1550
H -6.1257 -6.7373 2.5371
H -5.4836 -5.1074 2.8286
C 8.2201 8.8148 -4.5153
O 8.4015 7.4136 -4.5286
C 9.2099 6.8851 -3.4592
C 9.1354 5.3222 -3.6041
O 7.8731 4.7240 -3.1675
C 6.6394 5.1483 -3.8022
H 7.7870 9.2537 -3.6165
H 7.5689 9.2030 -5.2985
H 9.2044 9.2826 -4.5383
H 8.8943 7.1884 -2.4610
H 10.1781 7.3429 -3.6617
H 9.9791 5.0439 -2.9725
H 9.4281 4.9850 -4.5984
H 6.3030 6.0743 -3.3360
H 5.8927 4.3731 -3.6302
H 6.6550 5.3235 -4.8780
C 5.0702 1.9758 -2.5711
O 5.2837 1.6826 -1.2070
C 5.9901 2.7496 -0.5508
C 5.1343 3.9898 -0.2192
O 4.3320 4.5630 -1.2953
C 3.5305 5.6193 -0.8892
H 6.0726 2.1104 -2.9776
H 4.5970 2.9234 -2.8284
H 4.6499 1.1481 -3.1424
H 6.8816 3.0987 -1.0717
H 6.3703 2.2923 0.3627
H 5.7581 4.7769 0.2045
H 4.4675 3.7342 0.6043
H 2.8065 5.8089 -1.6816
H 4.1811 6.4922 -0.8341
H 3.0138 5.4875 0.0614
C 4.9501 -1.1539 -0.4784
O 4.8814 -2.6115 -0.3976
C 5.7820 -3.3111 -1.2223
C 5.5136 -4.8110 -0.8439
O 4.1282 -5.1023 -0.9701
C 3.9004 -6.5002 -0.7024
H 5.8048 -0.8400 0.1209
H 4.0557 -0.7504 -0.0037
H 5.0851 -0.6975 -1.4590
H 6.8240 -3.0024 -1.1385
H 5.4298 -3.1234 -2.2365
H 5.9087 -4.8615 0.1707
H 6.1509 -5.5473 -1.3337
H 4.3175 -7.1802 -1.4452
H 2.8331 -6.7185 -0.6671
H 4.2813 -6.8541 0.2556
C -0.8262 5.0315 -1.1437
O -0.0873 5.9292 -0.2610
C -0.6500 7.2348 -0.1301
C 0.3868 8.1792 0.4543
O 1.4936 8.3628 -0.4858
C 2.6433 9.1322 -0.1540
H -0.3307 4.0971 -1.4073
H -1.0439 5.5768 -2.0620
H -1.8066 4.7073 -0.7947
H -1.5142 7.1459 0.5282
H -0.9112 7.5250 -1.1478
H 0.8546 7.8066 1.3655
H -0.1027 9.1484 0.5505
H 3.5073 8.9852 -0.8021
H 2.9666 8.9082 0.8626
H 2.4261 10.1994 -0.1088
C -2.5475 -6.7299 3.3589
O -3.5927 -7.6193 2.9650
C -3.5292 -8.0212 1.5987
C -4.5891 -9.0550 1.1098
O -4.3570 -10.3679 1.6204
C -4.7905 -10.7475 2.9016
H -1.6779 -7.3742 3.4883
H -2.8858 -6.2711 4.2880
H -2.3628 -5.8825 2.6987
H -2.5180 -8.3343 1.3388
H -3.7183 -7.1099 1.0314
H -4.5695 -9.1486 0.0240
H -5.6128 -8.8036 1.3870
H -5.8774 -10.8001 2.9643
H -4.4250 -10.1663 3.7482
H -4.3794 -11.7309 3.1294
C 5.4771 6.7674 2.8263
O 4.3184 5.8833 2.9679
C 3.1746 6.6117 3.3297
C 2.1103 5.6455 3.7755
O 2.3183 5.3767 5.1812
C 1.1794 4.7388 5.8824
H 5.8944 7.1312 3.7653
H 5.2107 7.5316 2.0961
H 6.2477 6.2328 2.2709
H 2.9281 7.2867 2.5101
H 3.4219 7.2819 4.1529
H 2.1492 4.6947 3.2439
H 1.0939 5.9890 3.5833
H 0.3388 5.4305 5.9389
H 1.5387 4.5412 6.8924
H 0.9290 3.7797 5.4292
*
```